{
  "formula": "C40H96F8N6O18P2S8",
  "method": "ωB97M-V/def2-TZVPD",
  "spin_multiplicity": 2,
  "energy_ev": -215820.490,
  "total_charge": -1,
  "homo_lumo_gap_ev": [1.332, 8.630],
  "species": ["C", "C", "C", "O", "C", "N", "H", "H", "H", "H", "H", "H", "H", "H", "H", "H", "H", "H", "C", "C", "C", "O", "C", "N", "H", "H", "H", "H", "H", "H", "H", "H", "H", "H", "H", "H", "C", "C", "C", "C", "P", "C", "C", "C", "C", "C", "C", "C", "C", "C", "C", "C", "C", "H", "H", "H", "H", "H", "H", "H", "H", "H", "H", "H", "H", "H", "H", "H", "H", "H", "H", "H", "H", "H", "H", "H", "H", "H", "H", "H", "H", "H", "H", "H", "H", "H", "H", "H", "H", "C", "C", "C", "C", "P", "C", "C", "C", "C", "C", "C", "C", "C", "C", "C", "C", "C", "H", "H", "H", "H", "H", "H", "H", "H", "H", "H", "H", "H", "H", "H", "H", "H", "H", "H", "H", "H", "H", "H", "H", "H", "H", "H", "H", "H", "H", "H", "H", "H", "H", "H", "H", "H", "N", "S", "O", "O", "F", "S", "O", "O", "F", "N", "S", "O", "O", "F", "S", "O", "O", "F", "N", "S", "O", "O", "F", "S", "O", "O", "F", "N", "S", "O", "O", "F", "S", "O", "O", "F"],
  "xyz": [[-3.58, -2.14, 3.01], [-2.59, -1.24, 3.75], [-2.71, -1.24, 5.33], [-1.48, -0.86, 5.99], [-1.21, -1.55, 7.18], [-1.14, -1.64, 3.39], [-0.77, -2.49, 3.78], [-0.93, -1.69, 2.40], [-0.64, -0.89, 3.84], [-4.58, -1.77, 3.21], [-3.58, -3.22, 3.14], [-3.48, -1.94, 1.94], [-2.63, -0.26, 3.27], [-3.11, -2.17, 5.74], [-3.50, -0.50, 5.51], [-1.19, -2.63, 7.03], [-1.98, -1.42, 7.95], [-0.26, -1.23, 7.62], [-0.24, -6.76, 1.22], [-0.09, -5.36, 0.63], [-0.28, -5.28, -0.88], [0.71, -6.04, -1.56], [0.54, -6.04, -3.01], [-1.06, -4.44, 1.40], [-1.99, -4.82, 1.39], [-0.73, -4.40, 2.35], [-0.95, -3.49, 1.06], [0.27, -6.71, 2.18], [0.38, -7.37, 0.56], [-1.27, -7.08, 1.33], [0.84, -5.02, 1.10], [-0.27, -4.25, -1.23], [-1.26, -5.68, -1.13], [-0.07, -6.92, -3.21], [1.48, -6.09, -3.57], [0.14, -5.08, -3.32], [1.56, 3.07, -1.66], [0.27, 3.61, -2.27], [-0.89, 3.54, -1.30], [-1.96, 4.57, -1.81], [-3.48, 4.67, -0.81], [-4.33, 3.06, -0.58], [-5.37, 3.00, 0.57], [-6.16, 1.65, 0.69], [-7.23, 1.81, 1.74], [-4.59, 5.95, -1.47], [-3.74, 7.27, -1.79], [-4.50, 8.53, -2.14], [-5.35, 8.34, -3.33], [-2.83, 5.26, 0.83], [-3.92, 6.05, 1.67], [-3.50, 6.21, 3.17], [-3.95, 4.94, 3.97], [1.19, 2.25, -1.05], [2.09, 3.78, -1.03], [2.08, 2.61, -2.51], [0.01, 3.17, -3.23], [0.53, 4.61, -2.60], [-0.65, 3.81, -0.27], [-1.33, 2.55, -1.18], [-2.40, 4.42, -2.80], [-1.40, 5.49, -1.98], [-3.56, 2.30, -0.47], [-4.91, 2.86, -1.48], [-6.09, 3.80, 0.43], [-4.79, 3.08, 1.49], [-5.58, 0.77, 0.94], [-6.71, 1.39, -0.22], [-7.64, 0.84, 2.00], [-8.03, 2.41, 1.32], [-6.89, 2.30, 2.65], [-5.27, 6.01, -0.62], [-5.03, 5.39, -2.30], [-3.06, 7.06, -2.61], [-3.00, 7.51, -1.02], [-3.88, 9.41, -2.27], [-5.17, 8.69, -1.29], [-5.80, 9.28, -3.66], [-6.19, 7.64, -3.26], [-4.80, 8.06, -4.22], [-1.96, 5.89, 0.67], [-2.53, 4.42, 1.46], [-4.88, 5.55, 1.61], [-4.02, 7.02, 1.17], [-3.84, 7.18, 3.54], [-2.42, 6.31, 3.26], [-5.02, 4.75, 4.07], [-3.60, 5.00, 5.00], [-3.51, 4.11, 3.42], [4.68, 2.45, -0.18], [5.95, 1.82, -0.72], [5.67, 0.41, -1.13], [4.70, 0.32, -2.36], [4.94, -1.21, -3.40], [5.99, -0.67, -4.87], [7.49, -0.50, -4.51], [8.32, -0.18, -5.84], [9.79, -0.63, -5.92], [5.70, -2.65, -2.45], [4.77, -3.15, -1.36], [5.31, -3.99, -0.27], [5.00, -3.43, 1.14], [3.15, -1.51, -3.87], [2.48, -0.38, -4.63], [1.17, -0.82, -5.37], [0.09, -1.48, -4.50], [3.98, 1.78, 0.32], [4.07, 2.82, -1.01], [4.90, 3.29, 0.49], [6.82, 1.82, -0.06], [6.25, 2.47, -1.55], [5.28, -0.12, -0.26], [6.65, -0.06, -1.22], [4.71, 1.24, -2.95], [3.67, 0.35, -2.04], [5.63, 0.26, -5.31], [5.96, -1.38, -5.70], [7.74, -1.47, -4.07], [7.86, 0.19, -3.75], [8.43, 0.88, -6.08], [7.72, -0.56, -6.67], [10.14, -0.30, -4.94], [10.25, -0.18, -6.79], [9.87, -1.70, -6.08], [6.77, -2.56, -2.25], [5.66, -3.42, -3.23], [3.82, -3.52, -1.75], [4.35, -2.27, -0.88], [6.39, -4.16, -0.38], [4.86, -4.98, -0.35], [3.92, -3.46, 1.24], [5.36, -2.40, 1.21], [5.44, -4.17, 1.80], [2.60, -1.81, -2.98], [3.19, -2.41, -4.48], [3.15, 0.01, -5.40], [2.18, 0.51, -4.08], [1.36, -1.47, -6.23], [0.76, 0.03, -5.92], [-0.11, -0.85, -3.63], [0.36, -2.49, -4.18], [-0.83, -1.63, -5.07], [-3.75, -5.37, 0.92], [-4.61, -6.27, 1.57], [-5.41, -7.24, 0.83], [-5.05, -5.89, 2.89], [-3.47, -7.37, 2.02], [-5.05, -4.38, 0.32], [-5.81, -3.51, 1.31], [-5.79, -4.95, -0.83], [-4.03, -3.30, -0.42], [-0.37, -1.73, 0.72], [0.90, -1.44, 0.08], [1.68, -0.25, 0.56], [0.93, -1.93, -1.29], [1.70, -2.66, 0.81], [-1.11, -0.31, 0.05], [-0.76, 0.15, -1.30], [-1.26, 0.72, 1.13], [-2.59, -0.95, -0.09], [1.56, 2.84, 4.19], [1.51, 1.80, 3.16], [1.55, 2.22, 1.77], [0.80, 0.53, 3.45], [3.07, 1.33, 3.37], [-0.06, 3.26, 4.09], [-1.03, 2.33, 4.57], [-0.34, 4.02, 2.88], [-0.12, 4.48, 5.15], [-0.10, -4.52, 4.07], [-0.40, -5.48, 5.19], [-0.92, -4.83, 6.36], [0.31, -6.74, 5.26], [-1.75, -6.07, 4.56], [1.27, -3.93, 4.86], [2.37, -4.71, 5.37], [0.93, -2.72, 5.55], [2.04, -3.41, 3.49]]
}